227
Properties=species:S:1:pos:R:3:forces:R:3:lowdin_charge:R:1 method="wB97M-V/def2-TZVPD" energy_ev=-96255.76656 total_charge=+7 max_force_ha_per_bohr=0.06017 homo_ev=-22.0 homo_lumo_gap_ha=0.346
C 9.0828 -6.8192 18.0824 0.768 -1.045 0.298 -0.128
H 2.7371 -11.2906 10.5515 -0.212 -0.112 -0.125 0.093
H 8.2719 -18.5339 17.5838 0.005 -0.313 -0.735 0.087
H 3.2506 -6.6850 18.4218 -0.212 -0.092 0.080 0.138
C 9.0328 -5.6168 17.1960 1.215 1.207 1.561 -0.143
H 4.8166 -14.6065 17.1487 0.183 -0.522 0.400 0.081
H 0.8590 -11.2789 17.8598 0.464 -0.150 -0.181 0.088
H -0.4111 -14.5038 19.0180 0.396 0.728 0.491 0.106
H 1.4824 -15.7920 14.2880 0.427 -0.073 0.904 0.062
H 10.6887 -8.4952 16.9232 -0.071 0.077 0.095 0.114
H 6.8104 -17.9006 24.0419 0.087 -0.839 0.834 0.134
H 3.4947 -13.6829 24.8287 -0.449 0.574 -0.005 0.077
C 8.6314 -17.6466 17.0626 -0.033 1.196 1.349 -0.043
C 8.4418 -16.5882 26.7842 -0.719 -1.905 -0.808 0.063
C 2.6674 -14.2904 24.4617 -0.557 0.763 -1.579 0.028
C -0.1873 -13.3268 16.2087 -1.472 -1.400 0.201 -0.101
H 2.9993 -13.3234 15.3848 0.583 -0.196 -0.142 0.055
H -0.1510 -15.8596 14.1153 -0.661 0.676 0.287 0.092
H 9.4064 -18.6986 24.3080 0.461 0.250 -0.318 0.138
H 2.6810 -9.4975 18.7341 0.313 0.340 -0.249 0.099
H 7.9508 -15.9387 15.8992 -0.207 -0.377 -0.517 0.129
F 3.8954 -13.1350 18.4256 -0.201 -0.112 -0.865 0.118
H 8.4695 -6.8100 18.9834 -0.376 0.066 -0.273 0.124
H 4.2910 -13.0407 13.2221 -0.537 0.187 -0.041 0.122
H 0.7975 -10.8457 26.3716 0.098 0.115 -0.137 0.142
H 5.5333 -10.0175 26.0559 0.306 0.549 0.401 0.123
H 5.1973 -11.7413 24.7362 -0.349 0.136 0.146 0.131
H -0.4030 -16.3189 20.8834 -0.092 -0.173 0.068 0.057
C 1.4084 -12.2305 23.2833 0.842 0.220 1.370 -0.054
H 6.9258 -17.5126 15.8569 -0.145 0.714 -0.504 0.123
H 2.6790 -5.1636 20.5444 -0.251 0.021 -0.048 0.107
H 7.8906 -14.4261 17.7619 -0.183 -0.050 -0.275 0.104
H 8.6070 -15.6039 26.3461 0.502 -0.233 0.242 0.104
H 6.2749 -8.5951 20.3621 0.145 0.288 0.122 0.047
H 1.0691 -14.7158 21.7936 -0.074 0.546 0.131 0.074
C 4.7134 -16.7342 19.1754 -0.313 2.617 0.194 -0.220
H 3.0906 -9.4908 12.1207 -0.165 -0.182 -0.291 0.135
H 5.6438 -10.8532 18.4936 -0.372 -0.210 -0.443 0.061
H 2.0917 -12.8145 26.1864 0.080 0.028 -0.342 0.121
H 4.4308 -15.6951 19.0071 1.028 0.856 -0.805 0.095
H 2.3188 -12.2096 22.6843 0.178 -0.507 0.184 0.103
H 6.7786 -17.5813 18.9510 0.119 1.008 0.572 0.123
H 7.6632 -11.2211 25.6172 -0.374 0.687 0.068 0.143
C 1.9596 -5.9349 20.8194 0.098 -0.483 -1.504 0.082
H 9.6284 -9.4735 15.9562 -0.360 0.267 -0.032 0.077
H 10.2890 -17.2424 25.0128 0.170 -0.340 -0.236 0.137
H 10.1035 -6.9972 18.4208 -0.064 -0.258 0.041 0.144
C 9.8109 -8.4484 16.2787 -0.120 -0.244 1.098 0.073
H 0.8456 -2.2959 17.5034 0.482 -0.125 0.646 0.097
H 3.5792 -8.5220 19.9135 0.007 -0.577 0.194 0.087
H 7.7872 -15.5980 19.0597 -0.070 -0.008 -0.110 0.093
H 0.6028 -12.2120 22.5492 -0.287 -0.529 0.446 0.119
H 2.5085 -6.7330 21.3193 -0.289 0.155 0.123 0.084
C 2.3909 -11.5407 11.5543 0.864 0.320 -0.815 -0.038
H 9.4755 -17.8177 16.3946 -0.579 -0.444 -0.472 0.106
C 6.7910 -11.2900 12.0003 -1.324 -0.239 0.392 -0.205
H 7.4220 -5.1493 15.8311 0.258 0.083 -0.261 0.141
H -1.1753 -13.5377 15.7994 -0.116 0.407 -0.365 0.135
H 3.8720 -15.5407 15.1066 -0.050 -0.134 -0.281 0.045
C 0.4440 -7.7226 19.9197 1.334 -1.349 0.487 -0.071
H 6.8886 -18.6817 26.8386 0.103 -0.359 0.197 0.138
H 3.2510 -11.6900 15.9075 0.343 0.168 -0.157 0.068
H 2.9638 -14.6280 23.4685 -0.054 -0.490 0.185 0.084
C 1.2982 -4.2865 18.4138 0.738 0.593 1.022 -0.238
H 5.4036 -7.5510 23.2124 0.321 0.374 -0.296 0.104
H -3.2264 -13.7533 19.4898 0.219 -0.148 -0.306 0.133
H 7.5148 -8.5145 23.5232 0.084 -0.195 -0.116 0.146
H 1.5139 -12.8478 18.5283 -0.330 -0.229 -0.490 0.078
C -2.2691 -13.2328 19.5168 1.532 -0.469 -0.565 -0.130
H 5.7522 -9.9927 14.3621 0.045 0.424 -0.114 0.074
H 6.4580 -14.4431 18.8293 -0.139 -0.209 -0.171 0.073
H 1.6947 -17.5293 19.7112 -0.277 0.012 -0.714 0.107
H 2.2521 -10.6255 24.6615 0.503 0.191 -1.054 0.101
C 6.5505 -11.2708 18.0559 1.036 1.479 0.266 -0.054
H 10.7556 -18.5242 27.0137 0.029 -0.104 0.135 0.121
C 9.6805 -18.1281 25.1954 -0.747 0.027 -0.093 -0.067
C -1.7744 -11.8535 17.5271 -0.429 0.334 1.651 -0.073
C -1.2079 -13.9094 18.5708 0.103 -1.035 -0.126 -0.068
H 6.4755 -12.0758 21.9891 -0.824 -0.096 -0.119 0.112
H -0.1033 -15.4581 16.6540 -0.568 0.000 -0.451 0.098
H -0.2680 -5.2912 19.3465 -0.286 -0.255 -0.190 0.149
C 7.7417 -16.1832 23.5834 1.231 1.538 0.285 -0.238
C 1.4450 -8.8262 20.3630 0.476 0.808 -0.300 -0.145
H 9.1466 -17.1169 17.8639 -0.065 0.476 0.164 0.073
N 8.6403 -7.9375 17.1866 -1.232 -1.056 -0.985 -0.210
H 8.2802 -12.7939 23.4061 -0.046 0.375 -0.403 0.123
H 5.4391 -13.1653 23.0743 0.591 -0.415 -0.680 0.107
H 2.3674 -4.4305 18.2582 0.109 -0.210 -0.402 0.109
H -2.0051 -13.1836 20.5732 0.414 -0.264 -0.130 0.099
N 6.5084 -16.0932 17.3986 0.148 1.629 1.283 -0.211
H 1.1433 -5.5232 21.4128 0.090 -0.128 -0.078 0.129
C 4.6144 -16.2066 15.5464 0.916 1.434 0.960 -0.018
H 6.6297 -9.8280 16.4388 0.175 0.636 0.227 0.084
H 9.2149 -17.0620 27.3891 -0.026 1.096 0.550 0.114
H 7.2091 -11.6512 11.0607 -0.006 0.428 -0.408 0.157
H 10.1016 -7.8509 15.4147 -0.681 0.388 0.219 0.117
N 4.3809 -10.8721 13.0372 -1.175 -0.735 0.610 -0.230
H 1.8241 -8.6588 21.3712 -0.416 -0.076 0.131 0.093
H 4.0179 -9.8084 14.6818 0.138 1.047 0.233 0.089
C 7.3107 -10.1546 17.2246 1.253 -1.790 0.332 -0.192
H -1.5886 -15.2673 21.6637 0.057 0.052 0.158 0.059
C 6.1899 -7.7912 21.0932 -1.159 0.421 2.763 -0.069
H 1.3054 -11.6253 11.5043 0.041 0.523 0.320 0.098
H 6.5789 -7.1716 17.0009 0.312 0.215 0.354 0.131
H 4.4794 -10.8597 23.3759 0.184 0.193 -0.128 0.122
H -0.4049 -3.4107 17.3728 -0.143 -0.314 0.141 0.090
H 2.0892 -12.1154 14.6611 0.220 0.292 -0.455 0.050
C 7.5104 -16.7872 16.4228 0.353 -0.354 1.200 -0.127
C 10.1776 -19.1021 26.2926 0.564 1.438 -0.104 -0.133
H 6.9405 -12.1374 12.6694 0.011 -0.327 0.423 0.124
C 6.8074 -15.8673 22.4191 -0.634 0.395 0.389 -0.077
H 2.7452 -12.5579 11.7213 0.101 0.039 0.331 0.075
H 1.0267 -9.8319 20.3231 -0.066 0.176 -0.071 0.092
C 0.6047 -15.1932 14.5312 0.402 0.310 0.589 -0.048
O 3.5316 -17.3584 18.8668 -0.849 -1.871 -0.715 -0.140
H 5.2559 -16.6176 14.7669 -0.136 0.172 -0.013 0.078
H 7.2640 -13.1023 24.7070 -0.458 -0.157 -0.025 0.105
C 2.9733 -10.4931 12.5328 -0.529 -1.041 -0.510 -0.157
N 1.3686 -6.5597 19.5110 -0.784 -0.456 0.969 -0.230
F 5.2084 -13.2364 20.2716 0.488 0.176 0.091 0.115
H 5.7864 -15.7627 22.7862 -0.300 -0.309 -0.061 0.072
C 5.2917 -11.0474 11.8135 0.231 -0.200 -0.354 -0.058
H 8.9354 -20.7552 26.7102 -0.615 0.100 0.202 0.137
H 6.9993 -14.8761 22.0083 0.405 -0.042 -0.077 0.060
H 4.5871 -8.7654 22.3735 0.358 -0.970 -0.132 0.086
C 7.2449 -17.1005 24.6412 0.323 -1.681 0.110 -0.115
H 4.0709 -17.0291 16.0114 0.177 0.179 0.428 0.086
H 8.1796 -10.5925 16.7332 -0.439 -0.793 -0.530 0.094
C 2.3894 -7.3043 18.6724 -1.192 -0.586 -0.140 -0.090
H 0.4600 -13.3487 26.3865 -0.081 -0.826 -0.654 0.149
C 0.5624 -5.5644 18.6954 -0.446 0.016 0.008 -0.135
H 0.7931 -14.3199 13.9067 -0.627 0.148 -0.159 0.060
C 7.6018 -11.0211 24.5475 0.264 -1.174 -0.069 -0.057
H 2.5897 -16.2258 20.3178 0.299 0.260 0.153 0.067
C 1.3172 -10.9810 24.2282 -0.176 -0.689 -0.166 -0.148
H 7.9335 -15.2665 24.1410 0.453 0.497 -0.503 0.082
H 2.2448 -10.4330 13.3414 0.704 0.218 0.523 0.108
H 9.0763 -11.2100 12.7997 0.106 -0.289 -0.620 0.104
F 3.6379 -11.5412 20.0269 0.051 0.016 0.152 0.098
N -0.5854 -12.8287 17.6056 0.299 -0.360 2.584 -0.188
H 6.7595 -8.7154 25.4690 -0.617 0.297 1.010 0.133
H -1.0858 -16.7801 22.4634 -0.180 0.044 -0.208 0.091
H 1.9220 -15.9765 18.7413 -0.009 -0.219 -0.480 0.077
H 9.3039 -9.6258 11.9678 -0.263 -0.194 -0.374 0.119
H 8.5785 -10.6365 24.2540 -0.453 0.782 -0.152 0.144
C 5.8769 -9.3279 25.2849 0.148 -0.733 -0.689 0.054
C 6.1375 -12.3324 22.9931 0.397 1.046 0.917 -0.139
H -3.4721 -11.7212 18.9720 0.102 1.007 -0.683 0.133
H 0.9770 -3.5056 16.3383 0.250 -0.650 0.108 0.086
H 6.8197 -16.5675 21.5839 0.067 -0.244 0.283 0.069
C 6.8014 -9.2056 23.0744 -2.229 -0.564 -0.448 -0.095
H 6.3869 -12.1736 17.4674 -0.277 0.267 -0.016 0.061
C 8.7014 -10.1940 12.6765 2.673 -0.168 1.444 -0.104
H 5.2142 -12.2452 14.4292 0.018 0.060 0.135 0.102
N 6.3784 -10.1763 24.1714 1.311 -0.390 -0.556 -0.276
H 8.7800 -6.1033 15.1428 -0.271 0.327 -0.129 0.126
H 5.6089 -6.9256 20.7749 -0.451 -0.373 -0.424 0.066
H 1.8182 -7.6348 17.8049 0.189 0.910 -0.503 0.132
C 0.6841 -3.3666 17.3790 -0.923 0.653 -0.689 -0.066
H 7.3960 -19.4822 25.3430 -0.019 0.016 0.077 0.131
H 0.1681 -6.0441 17.7995 0.169 -0.396 0.099 0.142
H 4.8653 -16.5669 20.2417 0.414 -1.238 0.572 0.120
H 7.2697 -9.8157 22.3020 0.030 0.179 -0.048 0.130
H 8.6890 -16.5381 23.1776 0.094 -0.026 0.151 0.123
C -2.3873 -11.8261 18.9574 -0.485 0.251 0.031 -0.159
C 7.1984 -15.0584 18.3180 0.243 -0.649 -0.563 0.010
C 4.2518 -12.2036 13.9191 0.290 0.970 0.447 -0.081
H 8.6836 -4.8094 17.8396 0.128 0.395 -0.477 0.140
B 3.9533 -12.8949 19.7835 -0.708 -0.472 1.047 -1.329
C 8.9211 -19.6810 26.8949 -1.009 0.122 0.511 -0.123
C 5.9436 -17.1550 18.3951 0.137 -0.607 -2.082 -0.040
C 3.1020 -12.3021 15.0180 0.318 0.131 -1.055 -0.040
C 5.5901 -8.3596 22.5055 1.846 0.725 -1.318 -0.164
H -2.6250 -12.2474 16.9707 0.777 -0.365 -0.854 0.149
H 7.1014 -7.2821 21.4067 0.577 -0.539 -0.508 0.080
H 1.1611 -16.0538 22.8792 0.038 -0.199 -0.206 0.100
H 8.9323 -9.7957 13.6646 0.021 0.529 0.181 0.063
H 8.8518 -9.3772 18.6948 -0.330 -0.542 0.008 0.152
H -0.6517 -13.7714 23.6616 -0.236 -0.246 0.514 0.132
C 0.1834 -14.4446 23.8553 0.746 0.231 -1.735 -0.082
H 5.0385 -8.7782 24.8570 0.118 0.196 0.527 0.101
C 8.1670 -5.9208 16.0255 -0.872 0.220 -0.525 -0.147
H 5.0528 -10.1417 11.2562 0.518 -0.026 -0.265 0.153
H 10.8633 -19.8695 25.9332 -0.166 0.196 -0.350 0.138
H 5.0348 -11.9067 11.1939 -0.988 0.022 0.326 0.141
C 4.7985 -9.6889 13.9304 -0.111 -2.396 0.093 0.034
H -0.2662 -7.5689 20.7322 -0.047 0.923 -0.410 0.149
H 0.0303 -15.1871 24.6385 -0.170 0.577 0.308 0.145
H 0.3905 -11.8279 19.4199 -0.669 -0.536 -0.059 0.081
C 0.5996 -11.4460 25.4835 -0.846 0.294 -0.641 -0.164
H 5.8821 -17.9965 17.7050 -1.511 -0.277 0.150 0.138
H 7.2468 -7.7680 15.4822 0.019 -0.274 0.153 0.120
H 7.2499 -8.5335 18.5560 0.386 -0.009 0.637 0.085
C 5.4087 -11.2601 23.7813 -0.396 0.535 -0.201 -0.121
C 0.6526 -12.1878 18.4250 -1.531 0.364 -1.428 0.074
C 5.4538 -15.2335 16.5251 -0.165 -3.040 -0.551 -0.082
H 1.2516 -3.8680 19.4192 0.231 1.031 -0.208 0.111
N 8.3063 -17.6312 25.6916 -0.755 -0.090 -1.499 -0.259
H 4.8573 -8.7410 13.3956 -0.199 -0.286 -0.009 0.125
H 0.2108 -12.4854 15.6416 0.360 -0.175 0.264 0.115
C 0.4591 -14.7406 16.0565 0.893 -0.295 -0.269 -0.187
H -1.6462 -14.7248 17.9953 -0.551 0.591 -0.601 0.130
N 1.3394 -13.4837 24.2356 0.639 -0.091 2.251 -0.168
H -0.4746 -11.3778 25.3116 -0.140 -0.478 0.236 0.133
C 8.0349 -9.0826 18.0360 -1.186 1.809 -0.745 -0.117
H -0.0266 -8.1077 19.0151 -0.330 0.532 0.010 0.134
H 7.4486 -16.6474 27.2294 0.338 0.460 0.653 0.107
O 7.3584 -10.1514 12.5117 -1.653 1.034 -0.192 -0.175
C 1.1211 -12.8320 25.6908 -0.470 -0.109 -0.153 -0.075
C 0.4983 -15.2531 22.5509 -0.658 -0.493 0.145 -0.209
C 2.3677 -16.7378 19.3815 0.463 -0.350 1.351 -0.071
C 2.6299 -8.6272 19.3883 0.729 -0.065 0.823 -0.160
H 1.4243 -14.8710 16.5458 0.465 0.659 -0.110 0.072
H -1.4606 -10.8778 17.1562 0.030 -0.196 -0.122 0.132
C 7.3779 -12.4044 23.8776 0.747 -0.934 0.773 -0.155
H 10.0798 -5.4491 16.9435 -0.260 0.681 -0.395 0.141
H 0.7560 -10.2402 23.6588 0.357 0.431 0.370 0.113
H 6.0540 -14.5554 15.9184 0.330 -0.234 0.057 0.107
H 2.5403 -15.0792 25.2031 -0.518 -0.047 -0.329 0.121
H 7.1078 -11.5569 18.9479 0.394 -0.162 -0.117 0.075
C 7.7490 -18.9449 26.2232 -0.123 -0.084 -0.252 -0.098
H 6.4612 -16.6873 25.2761 -0.015 0.112 -0.154 0.131
F 2.9981 -13.7293 20.4700 0.176 0.578 -0.321 0.060
C 7.4777 -7.2027 16.3850 1.409 -1.433 -0.611 -0.069
H -1.9875 -11.0699 19.6330 0.219 0.004 -0.175 0.103
C -0.7549 -15.9456 21.8452 1.236 0.641 0.971 -0.045
H 8.7968 -19.4818 27.9593 0.552 -0.383 0.088 0.130